Here is a single C4H10N2O molecule in a non-equilibrium geometry from OMol25. Energies are from ωB97M-V with the def2-TZVPD basis set.

CARTESIAN COORDINATES (ANGSTROEM)
N  1.2727  1.0716  -1.5464
C  0.2914  1.4708  -0.5278
C  0.2015  0.1636  0.4350
N  -0.7799  0.2276  1.4759
C  -0.2149  -1.1223  -0.4002
C  -0.6930  -2.0572  0.7349
O  -1.7114  -2.6882  0.5188
H  2.1423  0.8890  -1.1295
H  1.0876  1.3132  -2.5605
H  -0.6152  1.7582  -1.0426
H  0.5492  2.4388  -0.0733
H  1.1787  -0.1377  0.9242
H  -0.5082  0.9234  2.2081
H  -1.7457  0.5749  1.2501
H  0.7868  -1.4615  -0.7698
H  -1.0567  -1.0690  -1.1996
H  -0.1850  -2.2951  1.7028

Force components x, y, z for each atom (eV/Å):
N -2.376 0.839 -1.492
C 1.428 -1.418 -0.178
C -1.189 0.783 -2.031
N -1.370 2.371 2.537
C 1.201 0.371 1.165
C -1.268 -1.406 -1.467
O 0.219 0.159 0.488
H 1.412 0.032 -0.564
H 1.054 -0.386 2.282
H -0.752 -0.798 0.055
H 0.333 -0.447 0.747
H -0.868 0.872 -0.640
H -0.025 -0.915 -0.682
H 1.359 -0.742 -0.556
H -1.264 -0.199 -0.399
H 1.680 0.167 1.473
H 0.425 0.715 -0.738

**Total energy**: -343.09092 Eh
**2S+1**: 1
**Total charge**: 0
**Frontier orbital gap**: 9.65 eV

=====

Here is a single C4H10N2O molecule in a non-equilibrium geometry from OMol25. Energies are from ωB97M-V with the def2-TZVPD basis set.

CARTESIAN COORDINATES (ANGSTROEM)
C  0.2104  0.1894  -0.3833
C  -0.7715  1.0477  0.8860
C  -0.4433  1.1674  -1.1850
C  -0.2208  -1.2736  -0.4930
N  1.6189  0.3683  -0.1896
N  0.1074  -2.1283  0.6383
O  -0.7320  2.3096  0.4564
H  1.9496  -0.2080  0.5757
H  1.8253  1.3342  0.0450
H  1.0958  -2.3346  0.6974
H  -0.2052  -1.7431  1.5205
H  -0.2932  0.8305  1.8646
H  -1.7289  0.5071  0.8033
H  0.0885  1.9854  -1.6527
H  -1.4415  0.9652  -1.5535
H  0.2429  -1.7122  -1.3810
H  -1.3022  -1.3048  -0.6492

Force components x, y, z for each atom (eV/Å):
C -0.834 -0.154 2.375
C 1.164 -2.713 -0.665
C -0.467 2.035 1.034
C 0.149 0.160 -0.237
N 0.168 0.071 -0.248
N 0.013 0.097 -0.037
O 0.236 0.320 -2.131
H -0.062 0.049 -0.027
H -0.032 -0.038 0.019
H -0.050 0.030 -0.005
H 0.026 0.017 -0.030
H -0.244 0.159 -0.015
H -0.066 0.099 0.124
H 0.015 -0.142 -0.252
H -0.015 0.044 0.084
H -0.023 -0.058 0.006
H 0.024 0.022 0.003

**Total energy**: -343.01318 Eh
**2S+1**: 1
**Total charge**: 0
**Frontier orbital gap (alpha / beta)**: 7.66 / 7.66 eV

=====

Here is 2 unconnected molecules or ions with the total composition C4H10N2O in a non-equilibrium geometry from OMol25. Energies are from ωB97M-V with the def2-TZVPD basis set.

CARTESIAN COORDINATES (ANGSTROEM)
C  1.7910  0.4783  0.8849
C  1.5773  0.9696  -0.3066
C  1.5013  1.6296  -1.4226
H  2.0948  -0.5514  1.0129
H  1.6947  1.0796  1.7769
H  2.3727  2.0932  -1.8593
H  0.5691  1.7470  -1.9540
N  -2.0661  0.4839  -0.3429
C  -1.2458  -0.6901  -0.3846
N  -0.8749  -1.1402  0.9526
O  -0.0748  -2.3267  0.8671
H  -2.8224  0.3748  0.3219
H  -1.5187  1.2917  -0.0663
H  -0.3039  -0.4417  -0.9517
H  -1.7942  -1.4991  -0.8792
H  -0.2088  -0.4426  1.3326
H  -0.6912  -3.0561  1.0185

Force components x, y, z for each atom (eV/Å):
C 0.110 -0.257 -0.406
C 0.582 0.564 0.616
C -0.320 -0.071 -0.166
H -0.072 -0.140 -0.001
H -0.046 0.183 0.011
H 0.163 0.007 0.033
H -0.138 -0.105 -0.098
N 0.048 0.365 0.077
C 1.066 -0.025 -0.637
N -0.056 0.183 0.831
O 0.064 0.017 -0.311
H -0.010 -0.017 0.001
H -0.102 -0.012 0.021
H -1.005 -0.413 0.111
H 0.254 0.053 0.057
H -0.585 -0.645 -0.252
H 0.049 0.312 0.116

**Total energy**: -343.02388 Eh
**2S+1**: 1
**Total charge**: 0
**Frontier orbital gap**: 10.15 eV

=====

Here is a single C4H10N2O molecule in a non-equilibrium geometry from OMol25. Energies are from ωB97M-V with the def2-TZVPD basis set.

CARTESIAN COORDINATES (ANGSTROEM)
C  -1.7873  1.2078  -0.8280
N  -1.1442  -0.0751  -0.8914
C  0.3134  -0.1696  -0.4526
C  0.7443  1.0406  0.4362
C  0.4567  -1.4470  0.3511
N  1.7388  -1.6184  0.9124
O  -0.3517  -2.3391  0.3756
H  -2.5472  1.3678  -1.6071
H  -1.1530  2.0755  -1.0126
H  -2.2204  1.3890  0.1612
H  -1.5117  -0.7609  -0.2387
H  0.9603  -0.2344  -1.3471
H  1.4375  0.6153  1.1490
H  1.1122  1.9676  0.0205
H  -0.0614  1.1880  1.1755
H  2.3865  -1.8745  0.1706
H  1.6272  -2.3325  1.6256

Force components x, y, z for each atom (eV/Å):
C -0.529 0.957 0.202
N 2.177 -1.143 0.214
C -1.509 2.079 -0.380
C -0.607 -1.613 1.491
C 1.221 -0.646 -1.471
N -0.337 -0.040 0.484
O -0.876 0.470 0.681
H -0.107 -0.641 0.292
H 0.617 -0.334 0.079
H -0.289 0.150 -0.134
H -1.045 0.263 -0.490
H -0.085 -0.158 0.350
H 1.045 0.337 -0.295
H -0.161 -0.063 -0.381
H -0.208 0.608 -0.679
H 0.154 0.096 0.416
H 0.539 -0.324 -0.379

**Total energy**: -343.12741 Eh
**2S+1**: 1
**Total charge**: 0
**Frontier orbital gap**: 9.46 eV

=====

Here is a single C4H10N2O molecule in a non-equilibrium geometry from OMol25. Energies are from ωB97M-V with the def2-TZVPD basis set.

CARTESIAN COORDINATES (ANGSTROEM)
C  -1.7296  1.2331  0.6323
N  -0.7819  0.3063  -0.0777
C  -1.4175  -0.8079  -0.7211
C  0.5259  0.4149  0.3444
O  0.8124  1.2069  1.2208
C  1.5435  -0.3892  -0.4030
N  2.8789  -0.5233  0.1201
H  -1.3011  2.2275  0.6799
H  -2.6262  1.2483  0.0311
H  -1.8434  0.7730  1.6082
H  -2.2243  -0.4049  -1.3370
H  -1.7202  -1.6955  -0.1538
H  -0.7204  -1.2027  -1.4748
H  1.1335  -1.3851  -0.5837
H  1.4992  0.0322  -1.4154
H  2.8583  -1.2873  0.7885
H  3.1129  0.2537  0.7412

Force components x, y, z for each atom (eV/Å):
C 1.276 -1.286 -0.742
N -0.532 1.220 1.073
C 1.073 -0.297 -1.936
C -0.869 -0.068 0.217
O 0.517 0.138 0.141
C -0.537 -0.687 -0.976
N 0.100 0.138 0.954
H 0.037 -0.040 0.227
H -0.417 -0.011 0.177
H -0.597 0.560 0.372
H -0.281 -0.302 0.326
H -0.187 0.513 0.557
H -0.162 -0.015 0.124
H 0.130 -0.105 0.211
H 0.516 0.204 -0.006
H 0.127 -0.225 -0.210
H -0.193 0.262 -0.510

**Total energy**: -343.14974 Eh
**2S+1**: 1
**Total charge**: 0
**Frontier orbital gap**: 10.05 eV

=====

Here is 2 unconnected molecules or ions with the total composition C4H10N2O from OMol25. Energies are from ωB97M-V with the def2-TZVPD basis set.

CARTESIAN COORDINATES (ANGSTROEM)
H  -1.6553  -0.1633  2.4007
N  -1.3169  -1.0275  1.9965
C  -0.0539  -0.9979  1.8876
N  0.6488  -2.1013  1.4408
H  0.5563  -0.1199  2.0996
H  1.6353  -1.9654  1.2821
H  0.1662  -2.6584  0.7558
C  0.5034  2.2408  -0.7250
C  0.3677  0.9927  -1.1473
C  -0.9280  0.3446  -1.5145
O  1.4800  0.2203  -1.3789
H  -0.3749  2.8064  -0.4623
H  1.4760  2.7036  -0.6190
H  -1.7834  1.0007  -1.4075
H  -0.8425  -0.0598  -2.5184
H  -1.1092  -0.5139  -0.8567
H  1.2305  -0.7020  -1.2337

Force components x, y, z for each atom (eV/Å):
H -0.065 0.158 -0.142
N 0.080 -0.097 0.032
C -0.169 -0.148 -0.140
N 0.221 0.547 -0.140
H 0.151 -0.077 0.294
H -0.140 -0.033 -0.130
H -0.048 -0.312 0.156
C 0.097 0.050 0.105
C -0.133 0.243 -0.128
C 0.192 -0.611 0.678
O 0.012 -0.207 0.077
H -0.075 0.195 -0.290
H -0.017 -0.141 0.228
H 0.015 0.168 -0.151
H -0.159 0.154 -0.282
H -0.045 -0.010 0.035
H 0.081 0.122 -0.201

**Total energy**: -343.12814 Eh
**2S+1**: 1
**Total charge**: 0
**Frontier orbital gap**: 9.66 eV

=====

Summary of energy above the lowest of the compared OMol25 structures with the same formula, charge and spin in kcal per mole
69.4, 118.1, 111.4, 46.5, 32.5, 46.0
(order as listed above)